Entry from the OMol25 dataset: a structure of composition C28H22IrN6O3S (ωB97M-V/def2-TZVPD).

ΔE to the lowest compared entry with this formula, charge and spin = 2.752 eV
Gap between HOMO and LUMO (alpha / beta) = 4.0 / 4.4 eV
LUMO energy (alpha / beta) = -2.23 / -1.98 eV

ORCA input file:
```
! wB97M-V def2-TZVPD RIJCOSX def2/J DEFGRID3
* xyz 0 2
Ir -0.030 -0.059 -0.429
S -0.709 -3.274 -0.590
O 0.064 -3.615 -1.776
O -0.049 2.074 -0.125
O 2.056 -1.151 -0.276
N -2.230 0.729 -0.639
N 0.003 1.377 2.041
N -0.093 -0.200 -2.433
N -4.981 4.458 -8.269
N 0.454 0.233 1.555
N -0.678 -1.834 -0.154
C -3.051 4.967 1.068
C -2.029 1.185 -3.067
C -3.042 5.315 2.373
C 0.845 -0.898 -3.112
C -2.190 4.670 3.296
C 2.212 -1.945 0.668
C -2.656 1.895 -4.203
C -3.265 2.686 0.062
C -1.264 3.302 1.541
C -2.314 3.214 -4.490
C -2.476 1.531 -1.778
C -3.227 2.625 -1.421
C -3.857 3.224 -6.329
C -1.310 3.691 2.863
C 0.576 -0.880 -4.471
C -2.903 3.877 -5.547
C -2.247 3.836 0.545
C 3.007 -3.206 0.430
C -0.978 0.307 -3.356
C 0.830 -0.361 3.875
C 0.997 -0.640 2.411
C -2.730 1.326 0.385
C -4.210 1.904 -6.043
C -4.474 3.904 -7.403
C 1.723 -1.740 1.987
C -0.570 -0.111 -4.642
C -0.377 2.246 1.095
C -3.607 1.250 -4.988
H -3.578 3.398 -2.072
H -3.875 0.231 -4.755
H 3.995 -3.120 0.878
H -1.574 3.712 -3.881
H -0.616 3.238 3.556
H -2.631 4.897 -5.779
H 3.117 -3.362 -0.640
H -3.690 5.473 0.360
H 2.500 -4.056 0.877
H -3.680 6.113 2.725
H -4.239 2.875 0.516
H -0.225 -0.241 4.110
H -2.728 0.883 1.366
H 1.148 -1.363 -5.238
H 1.323 0.580 4.115
H -1.699 4.130 -0.360
H 1.252 -1.156 4.480
H -1.070 0.121 -5.561
H 1.659 -1.376 -2.602
H 2.034 -2.448 2.739
H -2.205 4.968 4.332
H -4.955 1.406 -6.648
*
```

---

Entry from the OMol25 dataset: a cluster of 9 separate species, C40H49N3O20S in total (ωB97M-V/def2-TZVPD).

Gap between HOMO and LUMO = 9.0 eV
LUMO energy = -0.85 eV

ORCA input file:
```
! wB97M-V def2-TZVPD RIJCOSX def2/J DEFGRID3
* xyz 0 1
S 4.005 -1.572 6.568
O -3.712 -0.348 -0.282
O 8.816 4.486 3.249
O -11.958 -1.927 4.202
O 4.268 1.977 -6.760
O 3.756 -0.495 5.615
O -9.201 5.237 -3.413
O -7.822 3.636 -3.172
O 5.230 -2.369 6.442
O 1.892 3.722 9.677
O 10.898 5.286 2.866
O -1.980 -1.908 -7.616
O 2.684 -2.588 6.594
O 1.352 -4.202 0.494
O 1.580 3.070 7.541
O 6.381 1.424 -6.251
O -3.749 -2.706 -6.347
O -10.354 -3.485 4.509
O 3.773 -1.169 8.193
O 1.493 -5.659 -1.138
O -3.293 0.427 1.723
N 2.019 -4.906 -0.325
N -2.944 0.194 0.557
N -8.580 4.275 -3.848
C -0.037 0.860 -1.801
C 10.022 4.449 2.610
C -3.314 -5.008 -6.493
C 5.534 -3.699 0.465
C 4.163 -3.829 0.494
C -2.476 -4.273 -7.525
C 4.256 -5.634 -1.143
C 5.657 -5.441 -1.186
C 3.435 4.606 8.164
C -1.561 0.404 0.072
C -2.606 -2.836 -7.158
C -9.280 4.664 -6.270
C 8.589 2.791 1.633
C -1.295 0.448 -1.334
C 4.070 4.569 9.522
C -10.775 -2.652 2.284
C 3.501 -4.816 -0.277
C -12.674 -1.262 3.081
C -9.268 4.370 -7.624
C -7.790 2.884 -5.869
C 7.806 3.767 2.516
C 0.936 1.341 -0.979
C -12.054 -1.844 1.801
C 2.521 -1.676 8.712
C 7.065 0.325 -5.681
C 4.915 -0.486 -6.595
C -11.020 -2.787 3.727
C 1.646 -2.251 7.522
C 2.861 4.429 10.489
C 6.282 -4.458 -0.368
C -0.513 0.870 0.942
C 10.030 3.307 1.633
C -8.443 3.411 -8.125
C -7.663 2.659 -7.235
C -8.604 3.915 -5.324
C 2.226 3.728 8.352
C 0.709 1.288 0.431
C 6.318 -0.929 -6.188
C -4.308 -3.928 -5.881
C 5.110 1.079 -6.631
H 2.724 -2.377 9.521
H 10.366 3.557 0.627
H 7.178 4.471 1.969
H -13.758 -1.349 3.144
H -2.663 -5.384 -5.704
H 7.348 -4.285 -0.398
H -8.452 3.284 -9.197
H -2.811 -4.447 -8.548
H 6.334 -5.955 -1.853
H -7.042 1.864 -7.620
H 1.902 -0.930 9.210
H -2.120 0.293 -2.013
H 3.169 5.645 7.969
H 3.865 -6.189 -1.983
H -9.774 5.569 -5.949
H -12.784 -2.437 1.250
H 7.078 3.325 3.196
H -9.736 5.133 -8.228
H 3.574 -3.152 1.094
H 8.163 2.925 0.638
H 6.863 0.533 -4.631
H 2.981 3.782 11.358
H 0.121 0.973 -2.863
H -0.611 1.059 2.001
H -4.336 -3.958 -4.792
H 10.754 2.524 1.863
H -11.729 -1.009 1.180
H 4.142 4.193 7.446
H -7.194 2.249 -5.231
H 4.587 5.503 9.740
H 2.304 5.272 10.898
H 8.527 1.739 1.911
H -1.432 -4.584 -7.488
H -12.613 -0.179 3.184
H 6.945 -1.354 -6.972
H 6.204 -1.633 -5.365
H 1.855 1.665 -1.445
H 0.980 -3.078 7.770
H -3.778 -5.874 -6.965
H -5.284 -4.098 -6.336
H 1.484 1.654 1.088
H 8.143 0.348 -5.840
H 5.999 -3.004 1.148
H 4.824 3.799 9.686
H 4.592 -0.931 -7.535
H -9.860 -2.075 2.144
H 1.056 -1.445 7.084
H 4.146 -0.731 -5.862
H -10.756 -3.655 1.858
*
```

---

Entry from the OMol25 dataset: a structure of composition C25H28BrN2NaO2Se2 (ωB97M-V/def2-TZVPD).

ΔE to the lowest compared entry with this formula, charge and spin = 0.000 eV
Gap between HOMO and LUMO = 5.1 eV
LUMO energy = -0.10 eV

ORCA input file:
```
! wB97M-V def2-TZVPD RIJCOSX def2/J DEFGRID3
* xyz 0 1
Br -6.006 -2.021 -0.296
Se 0.980 -0.523 2.876
Se 3.814 -0.667 0.484
Na 1.081 -0.506 -0.659
O -0.705 0.788 0.068
O -0.761 -1.816 0.006
N -4.104 3.226 -0.247
N -1.904 3.063 -0.014
C -0.752 -3.231 0.174
C 2.481 0.713 2.733
C 3.452 -2.519 0.950
C 1.179 -0.610 -3.130
C -3.179 -1.850 -0.131
C 1.757 -1.686 4.223
C -1.918 0.210 -0.032
C -4.265 5.756 -0.316
C -3.629 4.524 -0.224
C 1.336 -3.025 -2.533
C -2.064 6.768 -0.111
C 4.095 -2.896 -2.491
C -3.455 6.875 -0.258
C 3.797 0.102 2.281
C 3.478 -4.124 -2.239
C -4.355 -1.106 -0.198
C 1.934 -1.760 -2.836
C -3.105 0.936 -0.116
C 2.085 -4.156 -2.263
C -4.332 0.265 -0.195
C 3.365 -1.753 -2.748
C -1.441 5.540 -0.019
C -2.243 4.404 -0.078
C -1.967 -1.196 -0.054
C -3.029 2.395 -0.121
H 2.605 1.195 3.704
H -3.904 7.857 -0.327
H 0.137 -0.744 -3.410
H 2.147 1.478 2.030
H -5.263 0.810 -0.247
H 0.254 -3.105 -2.597
H 5.178 -2.828 -2.479
H 1.567 -5.093 -2.083
H -3.228 -2.928 -0.144
H -0.843 1.781 0.053
H -5.059 2.944 -0.367
H 4.567 0.875 2.279
H 2.075 -1.100 5.083
H -5.337 5.842 -0.430
H 3.410 -3.069 0.010
H 2.504 -2.592 1.476
H -1.205 -3.729 -0.684
H -1.470 7.672 -0.072
H 4.265 -2.905 1.562
H 1.684 0.238 -3.579
H -1.279 -3.504 1.092
H 4.135 -0.673 2.969
H 3.888 -0.826 -2.956
H 4.058 -5.016 -2.048
H 2.594 -2.254 3.824
H -0.368 5.453 0.090
H 0.977 -2.378 4.535
H 0.293 -3.519 0.231
*
```

---

Entry from the OMol25 dataset: an isolated molecule of C2H4N2S2 (ωB97M-V/def2-TZVPD).

ΔE to the lowest compared entry with this formula, charge and spin = 4.492 eV
Gap between HOMO and LUMO (alpha / beta) = 6.4 / 7.2 eV
LUMO energy (alpha / beta) = -0.75 / -0.47 eV

ORCA input file:
```
! wB97M-V def2-TZVPD RIJCOSX def2/J DEFGRID3
* xyz 0 1
S -3.136 -0.976 0.207
S -1.313 1.182 -0.146
N -1.752 -0.310 -0.472
N 1.439 0.659 0.373
C 2.042 -0.416 0.077
C 0.394 1.370 0.141
H 1.775 -1.054 -0.759
H -2.868 -2.193 -0.284
H 2.874 -0.703 0.700
H 0.544 2.440 0.163
*
```

---

Entry from the OMol25 dataset: a structure of composition C21H31O3Pb (ωB97M-V/def2-TZVPD).

ΔE to the lowest compared entry with this formula, charge and spin = 2.899 eV
Gap between HOMO and LUMO = 4.2 eV
LUMO energy = 2.34 eV

ORCA input file:
```
! wB97M-V def2-TZVPD RIJCOSX def2/J DEFGRID3
* xyz -1 1
Pb 0.623 -0.788 -1.764
O 0.644 1.669 -4.530
O 0.831 0.290 -6.738
O 0.919 2.424 -0.746
C 2.493 -1.427 0.858
C 1.354 1.371 1.486
C -1.744 -0.565 1.112
C -1.704 0.821 1.278
C 2.561 -2.197 -0.318
C 0.501 -2.547 0.682
C 0.453 3.082 -4.308
C -2.198 0.416 -0.928
C 0.688 0.404 -8.984
C 0.784 1.374 -7.833
C -0.545 -1.522 -7.779
C -0.887 3.462 -4.984
C 1.113 1.653 0.120
C 0.725 -0.653 -7.852
C 1.975 -1.515 -7.983
C -1.974 -0.836 -0.276
C 1.228 -1.642 1.465
C -0.669 1.106 -4.698
C 1.311 -2.911 -0.446
C -1.856 1.427 -0.005
C -1.741 2.202 -4.702
H -1.663 -1.304 1.914
H 2.042 -1.923 -9.000
H -2.561 2.029 -5.437
H 1.357 3.616 -4.687
H -0.439 -3.021 0.978
H 0.888 -1.208 2.403
H 1.719 1.927 -7.714
H -0.099 2.013 -7.701
H -2.730 0.567 -1.870
H 2.364 0.942 1.587
H 1.553 0.506 -9.652
H -1.405 -0.905 -7.442
H 0.607 0.626 1.826
H -2.118 -1.835 -0.695
H 3.312 -0.849 1.307
H -0.737 3.568 -6.085
H -0.348 -2.380 -7.100
H 2.883 -0.904 -7.853
H -0.508 0.623 -5.701
H -1.341 4.359 -4.570
H -2.244 2.185 -3.726
H -1.640 1.340 2.228
H -1.769 2.495 -0.205
H -0.925 0.273 -4.009
H -0.246 0.548 -9.525
H -0.793 -1.920 -8.786
H 1.259 2.257 2.141
H 1.933 -2.387 -7.313
H 0.338 3.295 -3.212
H 3.456 -2.404 -0.901
H 1.130 -3.765 -1.109
*
```

---

Entry from the OMol25 dataset: an isolated molecule of C5H4ClFO4 (ωB97M-V/def2-TZVPD).

ΔE to the lowest compared entry with this formula, charge and spin = 3.317 eV
Gap between HOMO and LUMO (alpha / beta) = 8.4 / 8.2 eV
LUMO energy (alpha / beta) = -0.55 / -0.58 eV

ORCA input file:
```
! wB97M-V def2-TZVPD RIJCOSX def2/J DEFGRID3
* xyz 0 1
Cl -2.133 1.673 -0.442
F -2.449 0.187 1.572
O -2.633 -1.943 -0.471
O 2.235 1.010 -0.995
O 1.325 0.426 1.748
O -0.560 -1.413 -0.848
C -1.827 0.168 0.354
C 0.568 -0.720 -0.631
C 0.629 0.170 0.551
C -1.782 -1.166 -0.319
C 0.969 0.702 -0.748
H 0.274 1.477 -1.091
H 1.316 -0.356 2.342
H 2.666 1.107 -0.039
H 1.400 -1.321 -0.984
*
```

---

Entry from the OMol25 dataset: a cluster of 2 separate species, C4H12N3 in total (ωB97M-V/def2-TZVPD).

ΔE to the lowest compared entry with this formula, charge and spin = 6.484 eV
Gap between HOMO and LUMO (alpha / beta) = 6.5 / 8.8 eV
LUMO energy (alpha / beta) = -6.13 / -4.48 eV

ORCA input file:
```
! wB97M-V def2-TZVPD RIJCOSX def2/J DEFGRID3
* xyz 1 1
N -2.398 0.203 -0.877
N 0.847 0.661 0.094
N -2.066 1.913 0.701
C -1.773 0.795 0.081
C 1.504 -1.773 0.467
C 1.359 0.820 -1.153
C 1.025 -0.337 0.989
H 0.635 1.341 -1.732
H 2.161 1.495 -0.913
H 0.044 -0.705 1.524
H -2.132 -0.787 -1.024
H 1.848 -0.015 -1.777
H -2.726 2.542 0.261
H 0.866 -2.383 1.001
H 2.498 -2.112 0.665
H 1.322 -1.860 -0.625
H -1.199 2.219 1.329
H -3.282 0.487 -1.347
H 1.530 -0.019 1.952
*
```

---

Entry from the OMol25 dataset: a structure of composition C32H72NO19S7V (ωB97M-V/def2-TZVPD).

Gap between HOMO and LUMO = 5.4 eV
LUMO energy = -0.30 eV

ORCA input file:
```
! wB97M-V def2-TZVPD RIJCOSX def2/J DEFGRID3
* xyz 0 1
V 14.778 8.793 -10.366
S 13.953 12.270 -9.472
S 17.409 14.265 -8.395
S 12.929 10.188 -13.115
S 18.651 6.659 -7.378
S 11.447 7.974 -10.281
S 20.255 7.632 -15.477
S 14.480 4.527 -4.472
O 19.913 6.503 -6.601
O 12.661 8.690 -9.674
O 16.238 12.496 -12.118
O 16.187 9.217 -10.972
O 19.480 6.310 -15.275
O 17.756 12.389 -13.712
O 15.121 8.472 -8.843
O 13.527 9.305 -12.059
O 14.816 6.611 -10.975
O 16.638 10.021 -5.973
O 16.742 14.241 -13.399
O 11.268 7.446 -3.597
O 17.787 10.668 -4.063
O 12.516 7.822 -5.474
O 14.647 11.014 -9.898
O 18.232 14.492 -7.136
O 14.562 5.505 -3.301
O 12.819 9.172 -3.726
O 17.236 12.220 -5.524
N 15.374 5.621 -11.844
C 16.857 12.974 -12.980
C 13.980 3.035 -3.616
C 16.759 5.137 -11.340
C 13.542 6.040 -13.529
C 18.537 13.386 -14.410
C 15.846 6.968 -13.907
C 16.683 4.731 -9.841
C 11.325 6.517 -9.185
C 13.891 9.433 -4.608
C 9.947 8.926 -9.730
C 17.744 12.970 -4.437
C 20.798 7.726 -17.232
C 15.071 5.803 -13.257
C 13.502 8.654 -5.854
C 17.197 10.837 -5.228
C 17.538 14.536 -14.559
C 13.552 13.412 -10.869
C 18.584 8.368 -8.060
C 12.208 11.686 -9.362
C 14.233 10.442 -14.452
C 18.934 8.911 -15.519
C 17.046 3.928 -12.312
C 18.314 11.892 -3.570
C 15.306 4.508 -13.999
C 18.631 14.732 -9.617
C 11.798 9.194 -14.102
C 12.898 4.792 -5.415
C 12.148 8.085 -4.230
C 16.766 4.058 -13.775
C 18.005 6.174 -11.405
C 17.319 12.509 -8.729
C 17.249 6.709 -6.197
H 17.783 7.094 -10.864
H 16.897 6.716 -14.052
H 18.726 13.959 -10.380
H 10.031 10.002 -9.878
H 14.443 13.904 -11.258
H 10.940 8.912 -13.492
H 12.806 14.114 -10.497
H 14.575 9.473 -14.815
H 14.334 8.085 -6.267
H 21.864 7.504 -17.264
H 11.515 9.712 -15.018
H 14.795 3.599 -13.682
H 17.380 4.833 -14.232
H 16.537 3.088 -11.837
H 11.829 11.421 -10.349
H 12.991 3.251 -3.211
H 15.487 7.156 -14.919
H 18.958 5.778 -11.057
H 9.889 8.766 -8.653
H 12.939 5.182 -13.231
H 18.591 13.468 -4.908
H 20.305 6.941 -17.805
H 13.090 9.334 -6.599
H 18.040 12.018 -2.522
H 18.119 8.612 -16.179
H 12.267 8.253 -14.389
H 18.703 9.092 -7.254
H 13.888 11.007 -15.318
H 13.297 6.230 -14.574
H 17.140 12.274 -9.778
H 18.330 12.173 -8.502
H 12.125 4.982 -4.671
H 15.178 4.610 -15.077
H 17.121 5.670 -5.891
H 11.575 6.812 -8.166
H 12.180 10.810 -8.714
H 15.112 10.959 -14.067
H 17.009 3.136 -14.303
H 19.498 13.567 -13.929
H 16.702 12.087 -7.935
H 19.599 14.819 -9.124
H 18.446 15.714 -10.052
H 13.215 12.823 -11.722
H 12.122 5.820 -9.443
H 16.361 7.033 -6.740
H 19.248 8.517 -8.911
H 9.099 8.472 -10.244
H 18.090 3.623 -12.240
H 14.858 9.097 -4.234
H 15.772 7.851 -13.271
H 19.270 9.901 -15.829
H 17.625 8.659 -8.488
H 12.694 3.839 -5.903
H 17.091 13.739 -4.025
H 10.286 6.187 -9.170
H 15.975 3.903 -9.885
H 17.026 14.503 -15.521
H 13.978 2.076 -4.134
H 16.318 5.494 -9.153
H 18.029 15.492 -14.379
H 14.630 2.944 -2.746
H 17.476 7.422 -5.404
H 20.712 8.699 -17.715
H 18.387 9.037 -14.585
H 19.404 11.863 -3.597
H 13.247 5.597 -6.062
H 13.239 6.962 -13.032
H 11.540 12.475 -9.015
H 17.606 4.341 -9.412
H 18.208 6.618 -12.379
H 18.819 12.988 -15.385
H 13.940 10.493 -4.854
*
```

---

Entry from the OMol25 dataset: a cluster of 2 separate species, C9H14OS in total (ωB97M-V/def2-TZVPD).

ΔE to the lowest compared entry with this formula, charge and spin = 1.227 eV
Gap between HOMO and LUMO = 9.2 eV
LUMO energy = 0.73 eV

ORCA input file:
```
! wB97M-V def2-TZVPD RIJCOSX def2/J DEFGRID3
* xyz 0 1
S -3.519 -0.235 2.213
O 2.553 -2.674 0.136
C 0.402 0.201 -0.291
C 2.400 0.422 -1.691
C -3.504 -0.212 0.384
C 0.837 2.368 -1.378
C 1.220 0.962 -1.129
C 2.957 -0.789 -1.252
C -1.782 -0.135 2.688
C 0.818 -1.106 -0.003
C 2.117 -1.480 -0.388
H -2.610 0.135 -0.095
H -1.408 0.589 1.971
H -4.342 0.460 0.201
H 3.728 -1.269 -1.829
H -1.697 0.196 3.717
H 0.187 -1.833 0.466
H 2.942 1.218 -2.187
H -0.461 0.669 0.154
H 1.962 -3.404 0.122
H -3.663 -1.219 -0.016
H 1.667 3.084 -1.258
H 0.405 2.346 -2.396
H 0.135 2.835 -0.683
H -1.343 -1.128 2.545
*
```